This record from the OMol25 dataset describes a cluster of 2 separate species, C4H12BNS in total in a non-equilibrium geometry. The level of theory is ωB97M-V/def2-TZVPD.

```
19
Properties=species:S:1:pos:R:3:forces:R:3
C 0.883 1.947 0.130 1.1 1.6 -1.7
N -2.034 -0.392 0.435 0.0 1.1 0.8
C 3.701 -0.409 -0.062 -2.3 -0.2 -2.4
H -3.529 -1.945 0.462 2.0 0.3 0.6
H -2.169 0.944 -1.226 -1.1 -0.4 0.6
B 0.855 0.415 0.220 -0.2 -0.3 -0.4
H -2.195 -1.929 1.795 0.0 -0.4 -0.9
H 3.614 0.623 0.330 1.1 -0.8 -0.4
H -0.032 2.440 0.500 0.4 -0.1 -0.3
H -1.763 -2.382 -0.061 -1.3 0.7 2.0
H 1.128 2.312 -0.977 -1.0 -1.0 1.9
H 1.777 2.426 0.599 -0.6 -0.4 0.3
S 1.860 -0.962 0.074 0.1 0.1 0.0
H 4.083 -1.211 0.508 1.2 -0.1 0.9
H -3.645 -0.406 -0.846 1.1 1.8 -0.2
C -2.547 -0.021 -0.816 -0.3 -2.0 -1.7
H -2.170 -0.798 -1.541 0.1 0.5 0.0
C -2.396 -1.724 0.722 -0.2 -1.7 -1.2
H 3.939 -0.603 -1.181 -0.1 1.0 2.0
```
Forces are in eV/Å.

orbital gap (spin up / spin down): 9.1 / 6.5 eV
molar mass: 117.026 g mol⁻¹
maximum force: 0.06439 Eh/bohr
energy above the lowest of the compared OMol25 structures with the same formula, charge and spin: 437.9 kJ/mol

---

This record from the OMol25 dataset describes a structure of composition C4H12ClI2NOPPd in a non-equilibrium geometry. The level of theory is ωB97M-V/def2-TZVPD.

```
23
Properties=species:S:1:pos:R:3:forces:R:3
H 0.271 2.885 -0.573 0.2 0.0 -0.1
Cl 2.364 0.037 1.231 -1.4 -0.7 -0.1
H 1.003 2.318 -2.108 -0.1 -0.2 0.0
I 1.850 -3.800 0.167 1.6 -0.5 -0.3
P 0.010 0.516 -0.862 0.6 0.3 -2.9
H -2.171 -0.143 -1.661 -0.1 0.1 -0.2
C -1.915 -0.102 1.284 -5.5 0.2 0.1
Pd 0.037 -0.431 1.243 1.0 1.8 0.4
C 0.894 -0.670 -1.918 0.0 -0.3 0.9
C 0.869 2.099 -1.045 0.2 -0.1 1.2
O -3.072 -0.070 1.305 5.1 0.0 0.0
H 0.374 -1.633 -1.863 0.0 0.1 -0.4
H -1.382 1.048 -2.738 0.1 0.0 0.2
H -0.311 0.240 3.840 0.2 -0.2 0.1
H -2.126 1.582 -1.203 0.0 0.0 -0.1
H 1.891 -0.800 -1.482 0.0 0.1 -0.4
H 1.835 2.013 -0.533 -0.1 0.3 -0.3
H -0.305 -1.428 3.661 0.3 0.5 0.7
H 1.138 -0.566 3.613 0.0 0.0 0.4
I -0.774 -3.009 0.897 -1.3 -0.4 0.1
C -1.576 0.775 -1.694 -0.4 -0.3 0.8
H 0.947 -0.307 -2.946 0.0 0.0 0.0
N 0.149 -0.554 3.386 -0.4 -0.6 -0.3
```
Forces are in eV/Å.

orbital gap (spin up / spin down): 8.1 / 5.3 eV
molar mass: 516.801 g mol⁻¹
spin multiplicity: 5
maximum force: 0.10613 Eh/bohr
charge: +3
expectation value of S²: 6.02
energy above the lowest of the compared OMol25 structures with the same formula, charge and spin: 0.0 kJ/mol

---

This record from the OMol25 dataset describes a structure of composition C4H12CrMnN3O11S in a non-equilibrium geometry. The level of theory is ωB97M-V/def2-TZVPD.

```
33
Properties=species:S:1:pos:R:3:forces:R:3
C -0.498 0.029 1.282 -0.1 0.1 0.2
O 2.793 -4.776 2.753 0.4 0.0 0.7
C -4.566 2.082 1.660 -0.3 0.5 0.1
O -0.041 2.231 -1.446 -0.1 -0.2 0.5
H -0.261 0.140 0.222 -0.2 0.3 0.0
S 2.123 -3.569 2.463 -0.2 -1.5 -1.4
N 1.069 2.617 -1.742 0.0 -0.4 -1.4
H 0.972 -1.772 -4.773 0.2 0.2 0.0
H -4.652 2.097 2.744 0.5 -0.1 0.0
H 3.136 2.397 -1.533 -0.1 -0.2 -0.3
N -3.824 3.299 1.215 -0.2 0.1 -0.2
O 0.806 -0.173 -2.879 0.2 -0.3 -0.1
O -2.609 3.251 1.245 0.1 -0.1 0.2
Cr 0.869 -1.153 3.808 0.3 -0.6 -2.1
O -4.476 4.238 0.820 0.0 0.0 0.1
H 2.420 -2.233 -3.834 0.0 -0.5 0.0
O 0.675 -3.779 2.090 -0.8 -0.1 0.6
O 0.446 -0.899 1.838 -0.1 -0.4 1.0
H 0.801 -3.169 -3.724 0.5 -0.3 0.2
O 2.150 -2.584 3.605 -0.5 1.1 0.8
H -0.472 1.008 1.767 0.3 0.1 -0.2
N 0.906 -1.350 -2.733 -0.2 0.0 0.1
Mn 0.760 -2.615 0.449 0.0 1.1 0.0
O 1.299 3.486 -2.557 0.1 0.0 0.4
C 2.241 1.940 -1.123 0.6 1.5 0.9
H -1.538 -0.303 1.391 0.1 -0.3 -0.1
H 2.192 2.314 -0.099 0.0 -0.6 0.2
C 1.335 -2.239 -3.862 -0.8 0.7 -0.2
H -3.996 1.248 1.272 -0.2 -0.2 0.1
O 2.615 -2.885 1.232 0.7 0.7 -0.3
H 2.256 0.863 -1.193 -0.5 0.0 -0.1
H -5.583 2.182 1.299 0.1 -0.2 -0.4
O 0.653 -1.921 -1.657 0.0 -0.3 0.6
```
Forces are in eV/Å.

orbital gap (spin up / spin down): 7.9 / 8.2 eV
molar mass: 417.151 g mol⁻¹
spin multiplicity: 10
maximum force: 0.04299 Eh/bohr
charge: +1
expectation value of S²: 24.78
energy above the lowest of the compared OMol25 structures with the same formula, charge and spin: 0.0 kJ/mol

---

This record from the OMol25 dataset describes a structure of composition C4H12CsO2 in a non-equilibrium geometry. The level of theory is ωB97M-V/def2-TZVPD.

```
19
Properties=species:S:1:pos:R:3:forces:R:3
C 1.381 -1.055 2.609 -0.7 0.4 -0.1
H -2.293 0.172 -2.332 -0.1 -0.4 0.0
H 0.301 -0.145 -2.790 -0.1 -0.2 0.0
Cs 0.170 2.425 1.834 0.0 0.1 -0.3
H -2.856 0.464 -0.712 0.0 -0.2 0.1
H -0.526 0.278 0.111 0.0 0.1 0.0
O 2.338 -0.470 1.741 -0.1 0.1 0.0
H 1.759 -1.426 3.561 0.3 0.0 -0.1
H 0.605 -0.305 2.816 -0.2 -0.2 0.3
H 0.479 -1.315 -1.416 -0.3 0.0 -0.3
O -0.629 1.840 -1.187 -0.1 0.3 0.6
H 0.870 -1.863 2.092 0.3 -0.1 -0.1
H 2.770 0.249 2.213 0.3 -0.2 0.1
C -2.109 -0.092 -1.283 0.0 1.0 -0.5
H -2.257 -1.157 -1.144 0.2 -0.1 0.0
H 1.373 0.155 -1.427 -0.1 0.2 0.0
C 0.406 -0.266 -1.713 0.4 -0.1 0.4
C -0.715 0.429 -0.962 0.2 -0.6 -0.1
H -1.065 2.081 -2.013 0.0 -0.1 0.0
```
Forces are in eV/Å.

orbital gap: 10.4 eV
molar mass: 225.043 g mol⁻¹
maximum force: 0.02070 Eh/bohr
charge: +1
energy above the lowest of the compared OMol25 structures with the same formula, charge and spin: 55.5 kJ/mol

---

This record from the OMol25 dataset describes a cluster of 2 separate species, C4H12IN3 in total in a non-equilibrium geometry. The level of theory is ωB97M-V/def2-TZVPD.

```
20
Properties=species:S:1:pos:R:3:forces:R:3
C -1.478 -0.346 -0.766 1.1 0.9 3.1
H 0.236 -2.262 -2.825 -1.1 1.4 0.8
H 2.559 0.592 2.948 0.9 0.6 0.3
H -3.377 -0.479 -0.048 -3.1 -1.0 -0.5
H 0.707 -0.975 -1.796 2.1 0.9 1.9
H 0.038 -0.569 -3.358 -0.2 -0.4 0.8
H 2.231 2.102 2.250 1.9 2.0 -0.2
C -0.043 -1.210 -2.441 0.8 -1.4 -3.9
H 0.399 -0.117 2.316 0.7 1.0 0.3
H 0.715 2.687 -1.213 -0.5 -0.3 -1.5
H -2.382 0.778 0.704 -0.4 -3.1 -1.7
N -2.495 -0.151 0.092 3.6 3.5 0.6
H 1.580 1.675 3.896 1.3 -0.1 -2.7
C 0.864 0.870 2.056 -1.4 -1.3 -0.6
I 1.307 3.180 0.122 0.6 0.9 1.0
N 1.948 1.409 2.872 -2.8 -2.5 3.6
N -1.308 -1.084 -1.808 -1.0 -0.8 -0.5
C 0.481 1.308 0.874 -0.4 0.0 0.2
H -0.555 0.162 -0.245 -1.2 -0.6 -1.8
H -1.983 -1.635 -2.322 -0.9 0.3 0.6
```
Forces are in eV/Å.

orbital gap: 9.0 eV
molar mass: 229.065 g mol⁻¹
maximum force: 0.10124 Eh/bohr
charge: +2

---

This record from the OMol25 dataset describes a cluster of 2 separate species, C4H12N2 in total. The level of theory is ωB97M-V/def2-TZVPD.

```
18
Properties=species:S:1:pos:R:3:forces:R:3
H 2.088 -0.537 1.225 0.1 0.5 0.1
H -3.160 -1.432 -0.422 0.0 0.2 0.1
H 1.353 1.890 0.497 -0.2 -0.1 0.1
N -1.353 -0.368 -0.694 -0.7 -0.7 0.0
H -3.192 0.365 1.196 0.0 0.0 -0.1
C 1.774 1.722 -0.492 0.1 0.0 -0.1
H 2.528 -1.684 -0.077 0.3 0.1 -0.3
H 2.679 2.337 -0.551 -0.1 0.1 -0.1
H -1.905 -0.282 1.962 -0.1 0.0 -0.1
H -0.410 -0.693 -0.529 0.2 0.4 0.2
H 1.072 2.092 -1.255 0.1 0.0 0.2
N -2.717 -0.511 1.387 -0.1 0.0 0.4
H -1.451 0.611 -0.451 0.4 0.0 0.0
H -1.799 -2.089 0.421 0.0 0.1 0.0
H 2.311 0.082 -1.805 0.0 -0.3 0.1
C -2.280 -1.141 0.163 0.2 -0.2 -0.5
C 2.325 -0.647 0.175 -0.6 -0.8 0.0
C 2.138 0.285 -0.749 0.3 0.7 0.0
```
Forces are in eV/Å.

orbital gap (spin up / spin down): 3.0 / 9.4 eV
molar mass: 88.154 g mol⁻¹
spin multiplicity: 2
maximum force: 0.01916 Eh/bohr
charge: -1
expectation value of S²: 0.75
energy above the lowest of the compared OMol25 structures with the same formula, charge and spin: 77.3 kJ/mol

---

This record from the OMol25 dataset describes a cluster of 2 separate species, C4H12N2 in total in a non-equilibrium geometry. The level of theory is ωB97M-V/def2-TZVPD.

```
18
Properties=species:S:1:pos:R:3:forces:R:3
H -2.864 -2.875 -1.596 -0.2 0.2 0.2
C -1.848 -2.751 -1.231 0.5 -0.2 0.1
H 1.618 0.587 1.168 0.2 0.1 -0.2
H 2.815 2.744 -0.463 -0.1 0.0 0.1
N 0.932 1.335 1.125 -0.3 -0.1 0.5
H -2.538 -1.975 0.771 -0.3 0.0 -0.1
H -0.364 -1.269 1.555 0.1 -0.2 0.1
C -1.674 -2.182 0.156 0.1 0.3 0.3
H -0.106 2.417 -0.315 0.0 0.0 0.0
H -1.379 -3.731 -1.301 0.1 -0.2 0.0
H 0.956 1.207 -0.937 0.0 -0.1 0.1
H -1.303 -2.106 -1.918 -0.1 0.0 -0.3
H 1.693 3.968 -0.164 -0.3 -0.2 0.3
H 0.373 -2.049 0.014 0.3 0.3 0.2
C 0.885 1.983 -0.172 -0.2 0.2 0.0
C -0.485 -1.830 0.639 -0.4 -0.3 -0.6
N 1.841 3.014 -0.445 0.7 0.2 -0.8
H 1.171 2.011 1.840 0.0 0.0 0.0
```
Forces are in eV/Å.

orbital gap (spin up / spin down): 2.4 / 8.7 eV
molar mass: 88.154 g mol⁻¹
spin multiplicity: 2
maximum force: 0.02116 Eh/bohr
charge: -1
expectation value of S²: 0.75
energy above the lowest of the compared OMol25 structures with the same formula, charge and spin: 111.6 kJ/mol

---

This record from the OMol25 dataset describes an isolated molecule of C4H12N2. The level of theory is ωB97M-V/def2-TZVPD.

```
18
Properties=species:S:1:pos:R:3:forces:R:3
H 0.862 1.562 2.617 0.1 -0.3 -0.1
H 0.869 -1.432 -0.387 0.0 0.0 0.0
N 0.361 -0.631 -0.739 -0.1 0.2 0.0
H -0.169 -0.192 1.287 0.0 -0.1 0.1
H -2.382 -2.554 -1.311 -0.1 0.1 0.0
C -1.890 -1.801 -0.689 -0.6 -0.4 0.3
H 2.150 0.551 0.691 0.3 0.1 -0.1
C 0.085 0.308 0.342 0.1 -0.1 0.0
N 1.208 2.036 1.793 0.0 0.5 0.0
H 1.437 1.868 -0.263 0.2 -0.1 -0.1
H -0.795 0.896 0.082 0.0 0.1 -0.1
H -1.240 -0.147 -1.923 -0.1 -0.1 0.1
C -0.819 -1.056 -1.477 0.1 0.4 -0.2
H 0.613 2.843 1.658 0.0 -0.1 -0.1
H -2.679 -1.160 -0.278 0.2 0.1 -0.2
H -1.495 -2.349 0.171 0.3 0.0 -0.1
C 1.292 1.213 0.593 -0.5 -0.3 0.5
H -0.491 -1.648 -2.333 0.1 -0.2 0.1
```
Forces are in eV/Å.

orbital gap: 9.8 eV
molar mass: 88.154 g mol⁻¹
maximum force: 0.01414 Eh/bohr
SMILES: CCNCCN
energy above the lowest of the compared OMol25 structures with the same formula, charge and spin: 60.3 kJ/mol